*A*
Formula: H22NeO11
Source: the OMol25 dataset
Level of theory: ωB97M-V with the def2-TZVPD basis set

Values from the calculation:
Molecular weight   218.35 g/mol
Orbital gap   10.17 eV
E_HOMO   -10.21 eV

ORCA input file:
```
! RIJCOSX wB97M-V def2-TZVPD def2/J DEFGRID3
* xyz 0 1
Ne 0.170 0.480 -0.192
O 0.132 0.757 -3.485
H -0.734 1.157 -3.406
H 0.715 1.486 -3.695
O -0.617 -2.911 -0.558
H -0.776 -3.816 -0.825
H -0.099 -2.538 -1.272
O 0.103 0.846 3.076
H 0.038 1.801 3.070
H -0.805 0.544 3.079
O 0.943 -1.672 -2.552
H 0.771 -0.904 -3.098
H 1.229 -2.345 -3.169
O -3.156 -2.110 -0.129
H -2.232 -2.350 -0.191
H -3.345 -2.119 0.809
O 1.551 -2.032 1.254
H 0.761 -2.326 0.800
H 2.218 -1.986 0.569
O 3.774 0.189 1.633
H 3.061 -0.248 1.167
H 3.342 0.871 2.147
O -1.555 3.137 0.320
H -1.663 2.222 0.059
H -2.130 3.624 -0.269
O 3.225 -1.000 -0.808
H 3.864 -0.291 -0.877
H 2.509 -0.735 -1.384
O -2.692 0.520 -0.384
H -2.823 -0.415 -0.225
H -3.361 0.950 0.149
O -0.431 3.820 2.872
H -0.827 3.627 2.022
H -1.157 3.768 3.493
*
```

*B*
Formula: H22NeO11
Source: the OMol25 dataset
Level of theory: ωB97M-V with the def2-TZVPD basis set

Values from the calculation:
Molecular weight   218.35 g/mol
Orbital gap   9.93 eV
E_HOMO   -10.63 eV

ORCA input file:
```
! RIJCOSX wB97M-V def2-TZVPD def2/J DEFGRID3
* xyz 0 1
Ne 0.506 0.084 0.022
O 0.437 0.476 3.533
H -0.318 0.920 3.145
H 0.430 -0.397 3.140
O -1.671 1.930 2.126
H -1.274 2.562 1.526
H -2.420 1.580 1.643
O -3.860 1.480 0.672
H -3.779 2.344 0.267
H -3.348 0.902 0.107
O 0.520 -2.721 -2.567
H 1.109 -3.474 -2.607
H -0.049 -2.821 -3.331
O 1.889 2.991 -0.559
H 2.427 2.731 -1.307
H 2.145 2.391 0.141
O -0.353 -2.919 -0.062
H -1.089 -3.520 -0.180
H -0.040 -2.746 -0.950
O 2.238 1.753 2.127
H 3.181 1.605 2.068
H 1.914 1.024 2.657
O -2.016 -0.275 -0.910
H -2.357 -0.236 -1.804
H -1.628 -1.148 -0.840
O 1.354 -2.301 2.103
H 0.794 -2.553 1.369
H 1.244 -3.006 2.742
O -0.658 1.964 -2.007
H 0.043 2.180 -1.392
H -1.095 1.208 -1.615
O 2.231 -0.531 -2.915
H 1.942 -0.395 -3.817
H 1.551 -1.082 -2.526
*
```

Energy above the most stable structure, in eV: *A* 0.000; *B* 0.211